# 1
3 unconnected molecules or ions with the total composition C23H46FN8O6P3S2, computed with the ωB97M-V functional and the def2-TZVPD basis.

Geometry as ORCA input:
```
! wB97M-V def2-TZVPD RIJCOSX def2/J DEFGRID3
* xyz 0 1
C 3.8788 -1.4074 5.0176
C 2.5141 -1.5757 4.2066
F 1.4691 -1.7713 5.2004
C 2.5494 -2.8007 3.1372
C 0.9905 -3.0618 2.7608
C 0.1786 -1.7651 2.4040
C -1.3193 -1.9197 2.0750
C -1.9375 -3.3507 2.1201
C -1.1795 -4.6545 2.4276
S -2.0783 -6.2593 2.4182
C 0.3520 -4.4891 2.7609
O 1.1457 -5.6524 3.0597
N 0.6715 -6.1325 4.2616
O 1.5088 -5.9601 5.0982
C -3.4587 -3.0509 1.7694
O -4.3676 -3.7609 1.3148
N -3.6897 -1.5860 2.0360
P -3.8492 -1.4364 3.8148
S -4.4530 -3.1356 4.6066
C -2.4459 -0.8716 1.6679
O -2.2550 0.2363 1.1334
H 3.6801 -0.6164 5.8378
H 4.7403 -0.9892 4.3912
H 4.1804 -2.3653 5.5733
H 2.3580 -0.6195 3.6045
H 3.1284 -2.4942 2.1816
H 2.9360 -3.7597 3.6141
H 0.6250 -0.7223 2.3839
H -2.8342 -6.2889 3.5817
H -4.8576 -0.4651 4.1824
H -2.6131 -1.0497 4.4411
O 3.3675 -1.6169 -0.3103
P 3.5260 -1.5651 -1.8433
N 2.0326 -2.3785 -2.0973
C 1.6987 -3.4150 -3.0522
C 0.8430 -1.5759 -1.8048
N 4.8608 -2.6642 -1.8205
C 4.6654 -4.1039 -1.7677
C 5.8992 -2.3123 -0.8455
N 3.7444 -1.4172 -3.5916
C 2.9537 -0.3992 -4.2704
C 4.5471 -2.2202 -4.4911
H 1.6318 -3.0469 -4.0823
H 0.7287 -3.8635 -2.8141
H 2.3906 -4.2519 -3.0280
H 0.5673 -0.9454 -2.6578
H 1.0071 -0.9201 -0.9460
H -0.0135 -2.2069 -1.5473
H 3.9533 -4.4009 -0.9896
H 5.6060 -4.6339 -1.5872
H 4.3331 -4.4872 -2.7349
H 5.6360 -2.6275 0.1691
H 6.0663 -1.2317 -0.8319
H 6.8526 -2.7775 -1.1132
H 2.0908 -0.8414 -4.7800
H 3.5459 0.1511 -5.0071
H 2.5809 0.3412 -3.5580
H 4.0835 -3.1905 -4.6859
H 5.5612 -2.3741 -4.1198
H 4.6760 -1.7302 -5.4627
O -1.1299 5.6840 0.0062
P -2.2966 5.6025 -0.9987
N -3.4302 6.1809 0.1585
C -4.7866 5.7448 0.4168
C -3.2991 7.6019 0.4831
N -2.2393 3.8753 -1.0451
C -2.8946 3.0599 -0.0344
C -0.8924 3.3347 -1.2587
N -3.5739 5.5409 -2.2209
C -3.9897 6.8093 -2.8040
C -4.3466 4.4089 -2.6895
H -5.4917 6.0410 -0.3684
H -5.1597 6.1724 1.3533
H -4.8652 4.6717 0.5657
H -3.8258 8.2284 -0.2461
H -2.2512 7.9122 0.4927
H -3.6919 7.8237 1.4803
H -2.6634 3.3913 0.9841
H -2.6164 2.0074 -0.1190
H -3.9772 3.0537 -0.1818
H -0.3035 3.3187 -0.3365
H -0.3492 3.9309 -1.9975
H -0.9447 2.3141 -1.6506
H -4.9285 7.1606 -2.3622
H -4.1239 6.7342 -3.8870
H -3.2312 7.5790 -2.6390
H -5.1044 4.1100 -1.9610
H -3.7209 3.5487 -2.9310
H -4.8765 4.6402 -3.6205
*
```

E_LUMO in eV: -1.165
Electronic energy in eV: -101042.4424
HOMO energy in eV: -7.85
HOMO-LUMO gap in eV: 6.685

These are the Löwdin partial charges, in e, on atoms 1 to 2: -0.0669, -0.3271

=====

# 2
A molecular structure, C33H45N5STm, computed with the ωB97M-V functional and the def2-TZVPD basis.

Geometry as ORCA input:
```
! wB97M-V def2-TZVPD RIJCOSX def2/J DEFGRID3
* xyz -1 3
Tm 0.1106 -0.1607 0.5622
N -0.2958 -2.0550 1.6965
N 0.7644 -2.5156 -1.2920
C 2.0399 1.4665 -0.1735
C 2.7968 0.2966 0.1220
C 2.5639 -0.0535 1.4811
C 3.2670 -1.1261 2.2326
H 3.8598 -1.7555 1.5597
H 2.5611 -1.7757 2.7652
H 3.9514 -0.6949 2.9796
C 1.7429 0.9618 2.0693
C 1.4628 1.1144 3.5213
H 2.1794 1.8046 3.9958
H 1.5332 0.1537 4.0483
H 0.4599 1.5185 3.7025
C 1.4094 1.9055 1.0350
C 0.6816 3.1890 1.1983
H -0.2050 3.0846 1.8354
H 0.3343 3.5641 0.2278
H 1.3328 3.9593 1.6405
C 3.8019 -0.3584 -0.7587
H 4.7686 -0.4941 -0.2476
H 3.9951 0.2292 -1.6618
H 3.4688 -1.3562 -1.0742
C 2.0124 2.2171 -1.4551
H 0.9887 2.2723 -1.8508
H 2.6198 1.7256 -2.2207
H 2.3738 3.2499 -1.3366
C -1.0538 -2.2609 2.8088
H -1.0570 -1.4560 3.5475
C -1.7249 -3.4598 3.0350
H -2.3686 -3.5646 3.9045
C -1.5460 -4.5263 2.1497
H -2.0871 -5.4655 2.2718
C -0.6306 -4.3937 1.1283
H -0.4127 -5.1914 0.4144
C 0.0624 -3.1707 0.9499
C 1.0724 -3.0687 -0.0655
H 1.9961 -3.6562 -0.0159
C 0.3246 -1.1913 -1.5142
C 0.8532 -3.2230 -2.4967
H 1.0699 -4.2737 -2.5430
C 0.6140 -2.3439 -3.4675
H 0.6409 -2.4600 -4.5345
N 0.4069 -1.0995 -2.8794
C 0.4599 0.0840 -3.6741
C 1.6235 0.3073 -4.4426
C 1.6760 1.4211 -5.2840
H 2.5877 1.6061 -5.8575
C 0.6015 2.3030 -5.3897
C 0.6766 3.4970 -6.2948
H 0.6569 4.4323 -5.7217
H -0.1763 3.5159 -6.9837
H 1.5994 3.4775 -6.8815
C -0.5545 2.0449 -4.6502
H -1.4034 2.7287 -4.7486
C -0.6538 0.9348 -3.8006
C -1.9459 0.6343 -3.1086
H -2.3535 -0.3520 -3.3754
H -2.6919 1.3845 -3.4052
H -1.8513 0.6836 -2.0126
C 2.8188 -0.5879 -4.3874
H 2.6999 -1.4978 -4.9949
H 3.0874 -0.8769 -3.3611
H 3.6765 -0.0418 -4.8054
C -2.0927 0.6349 4.9480
N -2.5184 1.2979 3.7035
C -2.1856 2.7196 3.6152
C -2.8105 0.5881 2.5663
S -2.2198 1.1183 1.0020
N -3.6457 -0.4711 2.6410
C -4.5388 -0.6486 3.7974
C -4.0720 -1.1485 1.4134
H -2.8415 -0.0853 5.2907
H -1.9746 1.4111 5.7166
H -1.1280 0.1120 4.8336
H -2.5418 3.1099 2.6574
H -2.6923 3.2500 4.4316
H -1.1048 2.8951 3.6944
H -5.5410 -0.8950 3.4310
H -4.2003 -1.4744 4.4395
H -4.5950 0.2769 4.3785
H -4.2687 -0.4070 0.6270
H -3.3070 -1.8532 1.0558
H -4.9943 -1.6910 1.6414
*
```

E_LUMO (spin up / spin down) in eV: 2.637 / 2.634
Electronic energy in eV: -82763.9961
HOMO energy (spin up / spin down) in eV: -0.84 / -1.38
HOMO-LUMO gap (spin up / spin down) in eV: 3.473 / 4.015

These are the Löwdin partial charges, in e, on atoms 1 to 2: 0.8446, -0.0201

=====

# 3
2 unconnected molecules or ions with the total composition H4P2S, computed with the ωB97M-V functional and the def2-TZVPD basis.

Geometry as ORCA input:
```
! wB97M-V def2-TZVPD RIJCOSX def2/J DEFGRID3
* xyz 0 3
P -1.9087 -0.1578 -0.2018
P 1.2623 0.9210 0.1115
S 1.3437 -1.0831 -0.1910
H -1.6195 -0.3210 -1.5626
H -2.4274 -1.4483 -0.1026
H 0.7700 0.9588 1.4139
H 2.5796 1.1304 0.5326
*
```

E_LUMO (spin up / spin down) in eV: 0.906 / -2.362
Electronic energy in eV: -29474.6369
HOMO energy (spin up / spin down) in eV: -8.36 / -9.48
HOMO-LUMO gap (spin up / spin down) in eV: 9.262 / 7.120

These are the natural (NBO) partial charges, in e, on atoms 1 to 2: 0.0688, 0.2486

=====

no.,largest force on an atom (eV/A)
1,7.615
2,3.335
3,0.591